Molecular formula: C32H74NO13S3
Method: DFT, ωB97M-V/def2-TZVPD

## Properties
Total charge ... -1

Geometry (Å):
C: 2.82872 -3.19295 1.53258
C: 1.95934 -4.43450 1.75898
C: 1.46850 -5.10811 0.46078
C: -0.06065 -5.15406 0.30462
N: -0.59171 -4.40569 -0.84113
C: 0.00646 -3.06366 -1.04074
C: 0.97325 -2.98464 -2.21762
C: 1.78455 -1.69647 -2.21834
C: 0.90462 -0.42730 -2.32043
S: 0.96127 0.50659 -0.79776
O: 0.76882 -0.48216 0.26777
O: 2.30659 1.07667 -0.79709
O: -0.11763 1.50086 -0.88426
C: -1.91762 -4.52450 -1.03429
S: -2.94764 -5.47397 -0.15980
S: -2.54040 -3.68174 -2.48228
C: -3.97530 -2.81724 -1.77282
C: -3.65033 -1.91477 -0.59349
C: -4.84840 -1.01514 -0.25214
H: 3.84562 -3.48616 1.27564
H: 2.84438 -2.54428 2.40310
H: 2.44367 -2.59456 0.71045
H: 1.11683 -4.16013 2.39314
H: 2.54424 -5.14781 2.33951
H: 1.82704 -6.13588 0.45976
H: 1.95120 -4.61374 -0.37528
H: -0.52462 -4.77569 1.21633
H: -0.37671 -6.18495 0.18440
H: -0.78256 -2.35282 -1.23842
H: 0.46916 -2.71460 -0.12284
H: 0.38347 -2.99836 -3.13762
H: 1.62799 -3.85415 -2.25622
H: 2.41547 -1.59480 -1.33848
H: 2.45385 -1.71358 -3.07716
H: 1.27577 0.22180 -3.10586
H: -0.12920 -0.69649 -2.53404
H: -4.67228 -3.59546 -1.46735
H: -4.41250 -2.23804 -2.58202
H: -3.37544 -2.51281 0.26947
H: -2.81251 -1.26744 -0.84948
H: -4.86010 -0.79918 0.81335
H: -4.74758 -0.05602 -0.75360
H: -5.79396 -1.47512 -0.53269
C: 2.21142 4.26393 -1.14010
O: 1.88135 5.65185 -1.00650
C: 1.88141 6.09358 0.33468
C: 3.12386 6.89695 0.67037
O: 4.30295 6.10683 0.62152
C: 5.03188 6.25242 -0.57847
H: 2.41358 4.08179 -2.19430
H: 3.09684 4.00332 -0.55801
H: 1.38360 3.62805 -0.82646
H: 1.77268 5.24791 1.01958
H: 1.00600 6.74314 0.46121
H: 3.03382 7.27464 1.69457
H: 3.21206 7.75685 -0.00350
H: 5.57145 7.20851 -0.59483
H: 4.38063 6.18968 -1.45339
H: 5.75698 5.44040 -0.62128
C: 2.68354 2.12315 5.58610
O: 3.44597 1.23908 4.79613
C: 2.71859 0.71314 3.68337
C: 3.00957 1.44058 2.39513
O: 2.56675 2.79070 2.45794
C: 3.60278 3.72622 2.66350
H: 3.36949 2.64282 6.25588
H: 2.16036 2.86185 4.97327
H: 1.94920 1.57548 6.19114
H: 1.64408 0.74296 3.88850
H: 3.01302 -0.33414 3.57440
H: 2.47319 0.95740 1.57766
H: 4.07955 1.39812 2.16382
H: 4.18609 3.85410 1.74947
H: 4.26899 3.44256 3.48585
H: 3.13628 4.68139 2.90688
C: 0.85824 8.27078 6.91114
O: 0.60592 9.34994 6.03023
C: 1.65711 9.58438 5.10760
C: 1.37009 8.98388 3.74927
O: 1.31170 7.56998 3.80296
C: -0.01562 7.06959 3.81009
H: -0.08011 8.02881 7.40759
H: 1.21446 7.38797 6.37606
H: 1.59613 8.55447 7.67023
H: 2.60154 9.18921 5.49500
H: 1.76179 10.66894 5.00130
H: 2.18496 9.25372 3.06868
H: 0.44123 9.39322 3.33975
H: -0.45866 7.14758 2.81176
H: -0.64142 7.60533 4.52794
H: 0.02673 6.01836 4.08904
C: 1.46247 -1.00801 -5.90107
O: 1.61235 -2.38592 -5.60431
C: 0.61361 -3.20038 -6.19168
C: 1.11675 -3.90409 -7.43185
O: 1.42918 -2.99528 -8.47648
C: 2.80991 -2.70756 -8.57884
H: 2.37923 -0.49963 -5.60632
H: 1.28861 -0.84089 -6.96714
H: 0.62849 -0.59055 -5.32780
H: -0.27642 -2.60847 -6.42732
H: 0.32814 -3.95479 -5.45124
H: 0.33242 -4.57108 -7.80311
H: 1.99077 -4.51486 -7.18349
H: 3.35256 -3.55511 -9.01380
H: 3.24430 -2.46375 -7.60665
H: 2.91651 -1.84802 -9.23897
C: -8.34317 -8.32187 -0.33172
O: -7.89408 -7.84267 0.91990
C: -6.63610 -7.18135 0.85169
C: -6.78098 -5.67834 0.83573
O: -7.44013 -5.22100 -0.33671
C: -8.80280 -4.91029 -0.13420
H: -9.39192 -8.59547 -0.22043
H: -8.25499 -7.56098 -1.11078
H: -7.77772 -9.21088 -0.63395
H: -6.07793 -7.50890 -0.03031
H: -6.06580 -7.47100 1.73887
H: -5.78145 -5.23416 0.84298
H: -7.31300 -5.33675 1.72979
H: -8.91016 -3.96903 0.41744
H: -9.32342 -5.70422 0.40800
H: -9.26099 -4.79307 -1.11560

---

Molecular formula: C32H75ClIN4O6
Method: DFT, ωB97M-V/def2-TZVPD

## Properties
Total charge ... +1

Geometry (Å):
C: 4.24483 -8.13900 0.02080
C: 3.76560 -6.65924 0.58748
C: 4.10233 -5.56953 -0.58060
C: 3.78768 -4.00348 -0.21600
C: 3.05577 -3.99115 1.28460
C: 2.88537 -3.19202 -1.31001
O: 2.15901 -2.01521 -0.76518
C: 3.07848 -0.94818 -0.35073
N: 2.18192 0.24925 0.03051
C: 4.19557 -0.50731 -1.46413
I: 6.28268 -0.82053 -0.76186
C: 4.10855 1.13347 -1.78018
C: 5.40687 1.65449 -2.69566
N: 5.59000 1.34279 -4.02266
N: 3.88456 -1.19965 -2.76746
C: 3.64073 -2.69561 -2.66329
Cl: 5.23353 -3.53239 -3.08005
C: 2.60101 -3.04860 -3.92711
N: 2.85713 -4.40482 -4.54910
H: 5.38085 -8.10627 -0.33875
H: 3.58097 -8.36084 -0.94069
H: 4.08727 -8.99650 0.82133
H: 2.60688 -6.75704 0.83751
H: 4.40906 -6.44701 1.56394
H: 3.61768 -5.93586 -1.60716
H: 5.27958 -5.63337 -0.77163
H: 4.81947 -3.42842 -0.04916
H: 3.79508 -4.35507 2.14575
H: 2.03134 -4.60015 1.28765
H: 2.74020 -2.88963 1.61927
H: 2.02589 -3.94775 -1.65396
H: 3.68473 -1.18832 0.64620
H: 2.74327 0.87551 0.67760
H: 1.35327 -0.12894 0.58116
H: 3.09256 1.36740 -2.31716
H: 4.23274 1.71672 -0.74479
H: 6.22142 2.36874 -2.19542
H: 6.49005 1.80366 -4.35347
H: 3.09060 -0.68895 -3.25976
H: 4.73629 -1.06977 -3.38920
H: 2.69680 -2.22051 -4.77503
H: 1.48914 -2.93500 -3.51450
H: 1.92262 -4.87409 -4.72328
H: 3.28495 -4.19465 -5.50090
C: -1.44607 2.05295 4.50611
C: -0.42957 1.36594 3.60825
O: -0.95271 0.23036 2.92342
C: -2.05420 0.46836 2.04980
C: -1.73748 1.44473 0.92987
H: -1.84196 1.34712 5.24635
H: -0.98319 2.89386 5.03278
H: -2.29420 2.44130 3.93933
H: 0.39757 1.00514 4.22748
H: 0.00558 2.07067 2.89384
H: -2.92723 0.79510 2.62445
H: -2.31895 -0.49932 1.60967
H: -1.47142 2.43321 1.31121
H: -2.60288 1.56069 0.26982
H: -0.89009 1.08421 0.33638
C: 0.18135 0.23082 8.20374
C: 1.33693 1.06822 7.67952
O: 0.97806 2.41923 7.39983
C: 0.48899 3.18597 8.49802
C: 1.48430 3.31091 9.63891
H: -0.64915 0.23327 7.48740
H: 0.50283 -0.80289 8.36763
H: -0.20331 0.61396 9.15063
H: 1.68453 0.63448 6.73674
H: 2.18886 1.03767 8.36485
H: -0.46474 2.77722 8.84799
H: 0.27156 4.18660 8.10854
H: 1.73462 2.33993 10.07232
H: 1.07330 3.93889 10.43562
H: 2.41797 3.76126 9.28434
C: 0.22959 4.61628 -1.12329
C: -0.93700 4.16030 -1.98500
O: -2.16855 4.79935 -1.65768
C: -2.20046 6.21901 -1.78686
C: -1.91138 6.70431 -3.19710
H: 0.01336 4.44126 -0.06240
H: 1.13936 4.06994 -1.39271
H: 0.43326 5.68187 -1.24333
H: -1.08924 3.08772 -1.82952
H: -0.71564 4.28866 -3.04845
H: -1.51952 6.67871 -1.06288
H: -3.21053 6.53600 -1.50493
H: -0.91048 6.42107 -3.53069
H: -1.98639 7.79513 -3.24719
H: -2.62676 6.27113 -3.90483
C: -2.93434 -1.80621 -1.12456
C: -3.45308 -2.95760 -1.97110
O: -3.60399 -4.17424 -1.24361
C: -4.50658 -4.14569 -0.14013
C: -5.92964 -3.78656 -0.53232
H: -1.97005 -2.06768 -0.67217
H: -2.80417 -0.90936 -1.73895
H: -3.61903 -1.55665 -0.31199
H: -2.73247 -3.15737 -2.77022
H: -4.39311 -2.69274 -2.46362
H: -4.12922 -3.47409 0.63814
H: -4.50335 -5.15215 0.29257
H: -5.99495 -2.78604 -0.96593
H: -6.58511 -3.81683 0.34372
H: -6.31018 -4.49210 -1.27910
C: -4.87789 3.37650 -2.68139
C: -3.86138 2.68949 -3.57924
O: -4.38452 1.55390 -4.26407
C: -5.48601 1.79191 -5.13769
C: -5.16929 2.76828 -6.25763
H: -5.27377 2.67067 -1.94115
H: -4.41500 4.21740 -2.15472
H: -5.72601 3.76485 -3.24816
H: -3.03424 2.32869 -2.96001
H: -3.42623 3.39422 -4.29366
H: -6.35904 2.11865 -4.56304
H: -5.75077 0.82423 -5.57783
H: -4.90323 3.75676 -5.87628
H: -6.03469 2.88424 -6.91767
H: -4.32190 2.40775 -6.85111

---

Molecular formula: C32H76AsB2F14N4O2Tl
Method: DFT, ωB97M-V/def2-TZVPD

## Properties
Total charge ... +4

Geometry (Å):
Tl: -9.66390 -18.92409 -8.48848
As: -12.19824 -21.59971 -8.65494
F: -11.68291 -23.10222 -9.27521
F: -13.52133 -21.58034 -9.75829
F: -12.66847 -20.00165 -8.14819
F: -10.82217 -21.44970 -7.52870
F: -11.18088 -20.74093 -9.79983
F: -13.09189 -22.25386 -7.32870
C: -11.84209 -21.88945 -3.18768
C: -10.66616 -22.79187 -2.93996
N: -10.64185 -24.03422 -3.84483
C: -9.28933 -24.65812 -3.59999
C: -11.72646 -25.03518 -3.48543
C: -12.03142 -25.16150 -2.00748
C: -10.73999 -23.54627 -5.27419
C: -10.30237 -24.52490 -6.34720
O: -11.18312 -25.62013 -6.35922
C: -10.67179 -26.71752 -7.09636
H: -11.90588 -21.46741 -4.19124
H: -11.69987 -20.99366 -2.57840
H: -12.81227 -22.33106 -2.96344
H: -10.58848 -23.17610 -1.92832
H: -9.71639 -22.29839 -3.14486
H: -9.26231 -25.61039 -4.12015
H: -9.15518 -24.81428 -2.53504
H: -8.56462 -23.96082 -4.01056
H: -11.36143 -25.97387 -3.89656
H: -12.60023 -24.79571 -4.09118
H: -12.39557 -24.24984 -1.54054
H: -11.16594 -25.52485 -1.45554
H: -12.83062 -25.89856 -1.93095
H: -10.05941 -22.69618 -5.32820
H: -11.75496 -23.19818 -5.43393
H: -9.26771 -24.81193 -6.13671
H: -10.33609 -23.97218 -7.29278
H: -10.25487 -26.41801 -8.06249
H: -11.46862 -27.44528 -7.23324
H: -9.86750 -27.24565 -6.56867
C: -14.65607 -18.68497 -11.36855
C: -15.48655 -18.13814 -10.24285
N: -16.89094 -17.75070 -10.57282
C: -16.90974 -16.83533 -11.78174
C: -17.72036 -18.95926 -10.98376
C: -17.65507 -20.14430 -10.03681
C: -17.59600 -17.04641 -9.44998
C: -16.78344 -16.02258 -8.66356
O: -16.27458 -15.03574 -9.50361
C: -15.08315 -14.43344 -9.05740
H: -15.12090 -19.60380 -11.75228
H: -13.67285 -18.99051 -11.01684
H: -14.54633 -18.10993 -12.28504
H: -15.04167 -17.22251 -9.84705
H: -15.41037 -18.79959 -9.37934
H: -16.53837 -17.37410 -12.64515
H: -16.16503 -16.06756 -11.58403
H: -17.90643 -16.43138 -11.90192
H: -17.38724 -19.22736 -11.98343
H: -18.74107 -18.60107 -11.12968
H: -18.10259 -19.93101 -9.07021
H: -16.62580 -20.50377 -10.03205
H: -18.22113 -20.95972 -10.48990
H: -17.93703 -17.81896 -8.76019
H: -18.50149 -16.58921 -9.84457
H: -16.05377 -16.48986 -7.98953
H: -17.49300 -15.59969 -7.92639
H: -14.25865 -15.16923 -9.16660
H: -15.13477 -14.14767 -7.99793
H: -14.85481 -13.55503 -9.65245
C: -17.00788 -22.07105 -6.49176
C: -16.78384 -23.24953 -7.45424
C: -15.54660 -24.03370 -7.03432
N: -15.75066 -25.53136 -7.06086
C: -14.43461 -26.17631 -6.73871
C: -16.25812 -26.08416 -8.35868
C: -17.18973 -27.23440 -8.00814
C: -17.79670 -26.88064 -6.65806
C: -16.77191 -25.96083 -5.98494
H: -16.95229 -22.35370 -5.44301
H: -17.95456 -21.61372 -6.77283
H: -16.22052 -21.32363 -6.62945
H: -16.73203 -22.89966 -8.48504
H: -17.69559 -23.85299 -7.43219
H: -15.21444 -23.80647 -6.02290
H: -14.71133 -23.82726 -7.69946
H: -13.69674 -25.80480 -7.44382
H: -14.57794 -27.25250 -6.69763
H: -14.13605 -25.83734 -5.74753
H: -15.42915 -26.38204 -8.99983
H: -16.79932 -25.33386 -8.93249
H: -16.68879 -28.20399 -8.00671
H: -17.91910 -27.33564 -8.81167
H: -18.01587 -27.71968 -6.00305
H: -18.72641 -26.32610 -6.78021
H: -16.19525 -26.39396 -5.17466
H: -17.24712 -25.03934 -5.66070
C: -12.84470 -25.45573 -11.65959
C: -12.79152 -24.17563 -12.51625
C: -11.36696 -23.82237 -12.86377
N: -11.21314 -22.58432 -13.73204
C: -11.83694 -22.89679 -15.05554
C: -11.84830 -21.38882 -13.05622
C: -11.05729 -20.22524 -13.66227
C: -9.63465 -20.74566 -13.72339
C: -9.74475 -22.24074 -13.93986
H: -13.65560 -25.37186 -10.93052
H: -11.93528 -25.62093 -11.08271
H: -13.12302 -26.32512 -12.25107
H: -13.28309 -23.37094 -11.96928
H: -13.38046 -24.38446 -13.41058
H: -10.79124 -24.62994 -13.31204
H: -10.87196 -23.50086 -11.94217
H: -11.66566 -22.07754 -15.75223
H: -12.91468 -22.91547 -14.91036
H: -11.46823 -23.83724 -15.45002
H: -12.92464 -21.38530 -13.20028
H: -11.64193 -21.53013 -11.99682
H: -11.46570 -19.92695 -14.63343
H: -11.18624 -19.37361 -12.98813
H: -9.03773 -20.25024 -14.49083
H: -9.13811 -20.49890 -12.76272
H: -9.41431 -22.66211 -14.88634
H: -9.20404 -22.78942 -13.16416
B: -7.79695 -19.16820 -10.95959
F: -7.07840 -19.36772 -12.10437
F: -8.49359 -17.95574 -10.98556
F: -8.72941 -20.24283 -10.75923
F: -7.02585 -19.21127 -9.76058
B: -11.49515 -17.04818 -10.04719
F: -11.09707 -18.16283 -10.83000
F: -12.49190 -16.35349 -10.69582
F: -11.91472 -17.57524 -8.78088
F: -10.34840 -16.29504 -9.78296

---

Taking the records one at a time from the top gives HOMO energy values of -5.8; -11.0; -18.7 eV.
Taking the records one at a time from the top gives Kohn-Sham gap values of 8.1; 7.6; 1.8 eV.